No. 1
Computed, not measured: a single C5H5N molecule, with ωB97M-V/def2-TZVPD.

- highest occupied orbital energy (eV) = -8.3
- ΔE to the lowest compared entry with this formula, charge and spin (kJ/mol) = 633.9
- orbital gap (eV) = 8.98
- LUMO (eV) = 0.7
- calculated total energy (eV) = -6749.3378

Structure (XYZ):
```
11
C5H5N (ωB97M-V/def2-TZVPD)
C 1.180 0.118 -0.010
C -1.327 -0.967 0.001
C -1.528 0.544 -0.009
C 2.919 0.534 0.007
C -0.193 -0.041 -0.030
N 2.405 -0.637 0.008
H -1.520 -1.506 0.916
H -1.576 -1.529 -0.887
H -1.910 1.004 -0.909
H -1.875 1.021 0.895
H 3.424 1.458 0.019
```

***

No. 2
Computed, not measured: a single C5H5N molecule, with ωB97M-V/def2-TZVPD.

- highest occupied orbital energy (eV) = -9.4
- ΔE to the lowest compared entry with this formula, charge and spin (kJ/mol) = 679.0
- orbital gap (eV) = 8.22
- LUMO (eV) = -1.2
- calculated total energy (eV) = -6748.8708

Structure (XYZ):
```
11
C5H5N (ωB97M-V/def2-TZVPD)
C 0.933 0.115 -0.726
C -1.473 -0.169 0.019
C 1.875 0.286 0.377
C -0.484 0.375 -1.027
C -1.041 1.253 0.062
N 2.134 0.079 -1.124
H -2.436 -0.600 -0.214
H -1.036 -0.769 0.736
H 1.979 1.354 0.676
H 2.085 -0.570 0.934
H -0.582 0.571 -2.026
```

***

No. 3
Computed, not measured: C5H5N as an isolated structure, with ωB97M-V/def2-TZVPD.

- highest occupied orbital energy (alpha / beta) (eV) = -8.4 / -8.4
- ΔE to the lowest compared entry with this formula, charge and spin (kJ/mol) = 568.9
- orbital gap (alpha / beta) (eV) = 8.18 / 8.18
- LUMO (alpha / beta) (eV) = -0.3 / -0.3
- calculated total energy (eV) = -6750.0115

Structure (XYZ):
```
11
C5H5N (ωB97M-V/def2-TZVPD)
C -0.264 0.152 0.123
C 2.245 -0.051 -0.121
C -2.219 -0.217 -0.322
C 1.096 0.200 0.568
C -1.409 0.365 0.834
N -1.108 0.552 -0.836
H 3.196 -0.081 0.398
H 2.449 -0.139 -1.172
H -2.057 -1.244 -0.449
H -3.085 0.279 -0.602
H 1.157 0.184 1.580
```

***

The highest calculated total energy belongs to which entry?
number 2